No. 1
Below is 10 unconnected molecules or ions with the total composition C35H30BrF10IN2O27, with properties calculated with ωB97M-V with the def2-TZVPD basis set.

Calculated values
frontier orbital gap: 8.4 eV

Positions of all 106 atoms, in Å:
F 7.134 0.140 -3.821
C 6.079 0.810 -3.361
C 4.836 0.313 -3.571
C 3.729 1.004 -3.058
N 2.471 0.505 -3.253
C 1.487 1.174 -2.739
C 1.713 2.369 -1.990
Br 0.201 3.203 -1.247
N 2.873 2.884 -1.793
C 3.927 2.207 -2.343
C 5.226 2.710 -2.175
C 6.295 2.019 -2.671
I 8.226 2.697 -2.360
H 4.691 -0.606 -4.117
H 0.475 0.817 -2.866
H 5.364 3.636 -1.639
C 3.155 1.290 1.297
C 4.646 1.547 1.192
O 5.093 1.241 2.504
C 4.230 0.342 3.040
O 4.445 -0.291 4.023
O 3.108 0.268 2.303
F 4.929 2.837 0.913
H 2.631 2.178 1.652
H 2.700 0.941 0.375
H 5.168 0.907 0.479
C 5.869 1.781 6.350
C 6.531 0.840 7.336
O 6.570 1.627 8.517
C 5.549 2.518 8.462
O 5.155 3.156 9.381
O 5.038 2.570 7.212
F 7.794 0.514 6.973
H 6.604 2.427 5.869
H 5.280 1.271 5.596
H 5.975 -0.076 7.535
C 0.377 -3.286 -2.219
C -0.121 -3.193 -3.647
O -1.159 -2.226 -3.536
C -0.862 -1.415 -2.487
O -1.383 -0.367 -2.281
O 0.107 -1.961 -1.729
F -0.641 -4.354 -4.092
H -0.202 -4.014 -1.648
H 1.435 -3.516 -2.138
H 0.616 -2.836 -4.368
C -4.598 -4.940 -2.435
C -3.995 -3.876 -1.548
O -3.129 -4.621 -0.710
C -2.755 -5.740 -1.400
O -1.841 -6.432 -1.099
O -3.541 -5.910 -2.481
F -4.917 -3.236 -0.790
H -5.485 -5.382 -1.980
H -4.839 -4.583 -3.427
H -3.407 -3.134 -2.094
C 4.464 -3.217 4.941
C 5.314 -3.349 6.187
O 4.804 -4.524 6.780
C 4.289 -5.309 5.787
O 4.007 -6.450 5.906
O 4.165 -4.586 4.648
F 5.151 -2.306 7.043
H 3.543 -2.673 5.149
H 4.982 -2.747 4.113
H 6.381 -3.478 6.001
C -7.803 -1.908 -5.395
C -6.319 -1.717 -5.645
O -5.770 -2.893 -5.084
C -6.715 -3.870 -5.118
O -6.463 -5.006 -4.887
O -7.921 -3.346 -5.397
F -5.815 -0.655 -4.983
H -8.076 -1.532 -4.409
H -8.442 -1.458 -6.149
H -6.037 -1.657 -6.697
C -2.636 1.672 -3.494
C -2.115 2.570 -4.599
O -3.066 2.363 -5.630
C -4.245 2.008 -5.045
O -5.294 1.987 -5.595
O -4.045 1.684 -3.751
F -0.889 2.199 -5.036
H -2.253 0.656 -3.603
H -2.428 2.035 -2.492
H -2.089 3.632 -4.349
C 1.132 3.259 9.543
C 1.970 3.085 10.792
O 1.396 1.928 11.376
C 0.852 1.176 10.379
O 0.511 0.050 10.486
O 0.769 1.909 9.241
F 1.845 4.129 11.645
H 0.235 3.841 9.756
H 1.676 3.705 8.714
H 3.028 2.905 10.598
C -8.831 4.526 -6.797
C -8.138 4.075 -5.527
O -8.585 2.738 -5.404
C -8.866 2.268 -6.646
O -9.025 1.126 -6.918
O -8.933 3.296 -7.524
F -8.528 4.778 -4.438
H -9.829 4.909 -6.578
H -8.271 5.260 -7.367
H -7.048 4.076 -5.582

***

No. 2
Below is a molecular structure, C35H30FN6O3W, with properties calculated with ωB97M-V with the def2-TZVPD basis set.

Calculated values
2S+1: 3
frontier orbital gap (alpha / beta): 5.9 / 6.3 eV
⟨S²⟩: 2.02
net charge: +3

Positions of all 76 atoms, in Å:
W -0.294 -0.457 -3.657
C 3.965 -0.689 -4.154
C 2.613 -0.988 -4.173
N 1.682 -0.035 -4.058
C 2.050 1.285 -3.956
C 3.399 1.656 -3.936
C 4.354 0.625 -4.035
C 3.727 3.028 -3.858
C 2.715 3.936 -3.814
C 1.353 3.546 -3.821
C 0.989 2.222 -3.874
N -0.273 1.613 -3.875
C -1.524 2.253 -3.836
C -1.849 3.586 -3.789
C -3.198 4.013 -3.723
C -4.233 3.132 -3.711
C -3.946 1.749 -3.780
C -4.936 0.748 -3.835
C -4.590 -0.577 -3.952
C -3.248 -0.920 -3.990
N -2.282 0.004 -3.926
C -2.609 1.340 -3.846
H 4.685 -1.489 -4.252
H 2.265 -2.004 -4.295
H 5.409 0.883 -4.032
H 4.765 3.337 -3.856
H 2.944 4.993 -3.776
H 0.626 4.334 -3.787
H -1.101 4.354 -3.807
H -3.397 5.076 -3.692
H -5.262 3.468 -3.674
H -5.980 1.038 -3.799
H -5.336 -1.356 -4.014
H -2.934 -1.949 -4.075
F -0.007 2.225 2.576
C 0.038 0.919 2.281
C -0.028 0.545 0.979
C -0.019 -0.812 0.614
C -0.104 -1.182 -0.774
O -0.206 -0.216 -1.648
C -0.042 -2.542 -1.067
C 0.049 -3.439 -0.018
N 0.085 -3.129 1.269
C 0.096 -4.302 2.178
C 0.942 -4.443 3.402
C -0.563 -4.367 3.516
C 0.073 -1.776 1.634
C 0.170 -1.354 2.967
C 0.139 -0.018 3.332
N 0.233 0.359 4.676
C -0.457 -0.403 5.718
C 0.485 -0.621 6.903
N 1.420 0.567 7.002
C 0.723 1.831 6.572
C 0.455 1.762 5.066
C -0.030 -3.187 -2.419
O 0.256 -4.333 -2.567
O -0.357 -2.374 -3.452
H -0.113 1.309 0.217
H 0.090 -4.491 -0.266
H 0.001 -5.193 1.581
H 1.558 -3.613 3.717
H 1.416 -5.406 3.539
H -1.039 -3.484 3.918
H -1.106 -5.279 3.727
H 0.308 -2.075 3.747
H -0.783 -1.370 5.354
H -1.358 0.126 6.037
H 1.104 -1.508 6.796
H -0.063 -0.684 7.840
H 2.227 0.413 6.398
H 1.780 0.654 7.953
H 1.350 2.682 6.819
H -0.187 1.893 7.164
H 1.313 2.151 4.523
H -0.396 2.409 4.853

***

No. 3
Below is a molecular structure, C35H30N11O5Re, with properties calculated with ωB97M-V with the def2-TZVPD basis set.

Calculated values
2S+1: 2
frontier orbital gap (alpha / beta): 3.6 / 4.1 eV
⟨S²⟩: 0.76
net charge: +3

Positions of all 82 atoms, in Å:
Re 0.980 0.671 -1.438
O 3.699 -0.033 6.057
C 2.960 0.984 5.593
O 2.410 1.737 6.335
C 2.818 1.152 4.092
C 3.654 0.565 3.153
C 3.449 0.786 1.795
C 2.393 1.585 1.387
C 1.578 2.213 2.318
C 1.799 1.996 3.666
N 2.189 1.803 -0.041
C 2.967 2.638 -0.616
C 2.934 2.782 -2.081
C 3.701 3.702 -2.744
C 3.616 3.771 -4.139
C 2.766 2.908 -4.804
C 2.033 1.985 -4.073
N 2.117 1.913 -2.737
H 4.081 -0.589 5.370
H 4.494 -0.055 3.445
H 4.133 0.370 1.062
H 0.800 2.897 1.996
H 1.196 2.491 4.418
H 3.674 3.227 -0.035
H 4.359 4.359 -2.187
H 4.210 4.491 -4.689
H 2.667 2.934 -5.882
H 1.377 1.281 -4.566
N -3.242 -3.467 2.757
C -4.015 -3.627 3.873
C -4.606 -4.751 4.455
C -5.290 -4.528 5.617
C -5.390 -3.238 6.209
C -4.805 -2.142 5.646
C -4.084 -2.339 4.455
N -3.365 -1.443 3.718
C -2.877 -2.138 2.711
C -2.050 -1.532 1.718
C -1.637 -2.175 0.531
C -0.819 -1.524 -0.343
N -0.358 -0.263 -0.119
C -0.788 0.372 1.008
C -1.609 -0.208 1.920
H -2.982 -4.200 2.123
H -4.520 -5.744 4.032
H -5.775 -5.365 6.103
H -5.945 -3.129 7.133
H -4.895 -1.154 6.079
H -1.964 -3.176 0.282
H -0.489 -2.010 -1.251
H -0.433 1.377 1.155
H -1.921 0.325 2.811
N 2.203 -0.771 -1.234
C 2.912 -1.563 -0.632
N 3.622 -2.448 -0.248
C 4.382 -2.704 0.827
N 5.042 -2.947 1.739
N -3.316 4.190 -0.958
C -1.902 4.054 -1.444
C -1.510 2.584 -1.299
O -2.370 1.798 -0.949
O -0.271 2.333 -1.592
H -3.394 4.727 -0.096
H -3.604 3.219 -0.776
H -3.941 4.609 -1.645
H -1.232 4.692 -0.874
H -1.845 4.338 -2.492
N 2.104 -3.145 -5.608
C 0.851 -2.739 -5.930
O 0.280 -3.059 -6.944
C 0.128 -1.799 -4.976
C -1.186 -1.485 -5.306
C -1.908 -0.640 -4.482
C -1.299 -0.113 -3.363
N -0.015 -0.379 -3.050
C 0.678 -1.224 -3.851
H 2.545 -3.794 -6.242
H 2.539 -3.003 -4.717
H -1.611 -1.925 -6.201
H -2.939 -0.392 -4.698
H -1.845 0.513 -2.674
H 1.701 -1.411 -3.563